<i>
The following is a quantum chemistry calculation of a molecular structure, C24H44Ge2NO3PSr, from the Open Molecules 2025 dataset.

Output
Kohn-Sham gap   7.946 eV

```
! wB97M-V def2-TZVPD RIJCOSX def2/J DEFGRID3
* xyz 2 1
Sr -1.15 1.32 0.29
C -1.55 0.64 -4.18
C -1.38 0.67 -2.66
Ge 0.34 -0.16 -2.11
C 1.75 1.17 -2.45
C 2.59 0.80 -3.68
C 0.66 -2.00 -2.63
C 0.57 -2.78 -1.53
Ge 0.30 -1.55 -0.02
C -1.43 -1.67 0.95
C -1.64 -3.06 1.57
C 1.76 -1.15 1.24
C 2.44 -2.33 1.93
C 0.62 -4.25 -1.49
C 0.30 -5.01 -2.62
C 0.36 -6.39 -2.57
C 0.73 -7.03 -1.40
C 1.04 -6.29 -0.27
C 0.97 -4.91 -0.31
H -2.47 1.14 -4.50
H -1.58 -0.38 -4.54
H -0.72 1.15 -4.68
H -2.24 0.17 -2.19
H -1.40 1.73 -2.34
H 2.39 1.25 -1.57
H 1.28 2.15 -2.59
H 3.09 -0.15 -3.54
H 3.35 1.55 -3.87
H 1.97 0.72 -4.58
H 0.86 -2.40 -3.62
H -2.26 -1.46 0.27
H -1.46 -0.93 1.77
H -1.66 -3.83 0.79
H -2.57 -3.12 2.13
H -0.83 -3.31 2.26
H 1.35 -0.46 1.99
H 2.50 -0.58 0.67
H 1.72 -2.95 2.48
H 3.18 -1.99 2.66
H 2.95 -2.97 1.21
H -0.01 -4.51 -3.53
H 0.10 -6.97 -3.45
H 0.78 -8.11 -1.37
H 1.33 -6.79 0.65
H 1.21 -4.33 0.57
C -6.06 1.84 1.24
O -5.23 2.96 1.61
P -3.66 3.07 1.42
O -3.41 2.55 -0.15
C -3.83 3.45 -1.21
O -3.09 1.59 1.98
C -3.12 1.43 3.43
H -7.09 2.15 1.41
H -5.83 0.98 1.86
H -5.92 1.59 0.19
H -4.28 2.84 -1.99
H -2.98 4.00 -1.59
H -4.58 4.15 -0.83
H -3.31 0.39 3.63
H -3.92 2.04 3.86
H -2.17 1.74 3.85
C 3.82 2.35 2.96
C 3.19 3.44 2.08
C 4.07 3.73 0.86
C 2.93 4.72 2.89
C 1.90 2.94 1.60
N 0.89 2.53 1.21
H 4.79 2.72 3.32
H 3.99 1.43 2.40
H 3.20 2.13 3.83
H 5.03 4.10 1.20
H 3.62 4.49 0.22
H 4.24 2.83 0.27
H 3.89 5.10 3.25
H 2.30 4.53 3.76
H 2.47 5.50 2.28
*
```



<ii>
The following is a quantum chemistry calculation of a molecular structure, C24H44Ge2NO3PSr, from the Open Molecules 2025 dataset.

Output
Kohn-Sham gap   6.971 eV

```
! wB97M-V def2-TZVPD RIJCOSX def2/J DEFGRID3
* xyz 2 1
Sr -1.48 -0.96 0.02
C 1.67 -0.70 2.82
C 2.41 -1.17 1.57
Ge 1.83 -0.19 -0.08
C 2.45 -1.16 -1.72
C 1.74 -0.69 -2.99
C 2.68 1.58 -0.06
C 1.96 2.69 -0.10
Ge -0.01 2.38 -0.17
C -0.93 2.75 -1.91
C -1.00 4.23 -2.29
C -1.09 2.60 1.51
C -1.37 4.05 1.90
C 2.42 4.09 -0.12
C 1.49 5.13 -0.04
C 1.88 6.45 -0.04
C 3.23 6.77 -0.14
C 4.17 5.75 -0.22
C 3.78 4.43 -0.22
H 2.01 -1.24 3.70
H 0.59 -0.88 2.71
H 1.83 0.36 3.00
H 2.23 -2.23 1.39
H 3.49 -1.03 1.69
H 2.25 -2.22 -1.55
H 3.53 -1.02 -1.80
H 0.66 -0.84 -2.91
H 2.10 -1.25 -3.86
H 1.94 0.37 -3.18
H 3.77 1.62 -0.02
H -1.93 2.32 -1.84
H -0.36 2.19 -2.66
H -1.57 4.81 -1.56
H -1.49 4.34 -3.25
H 0.00 4.66 -2.37
H -0.52 2.09 2.30
H -2.03 2.06 1.36
H -0.44 4.61 2.06
H -1.94 4.08 2.83
H -1.95 4.57 1.13
H 0.43 4.88 0.03
H 1.14 7.24 0.02
H 3.54 7.81 -0.14
H 5.22 5.99 -0.30
H 4.52 3.65 -0.29
C -5.94 -0.95 1.44
O -5.56 -1.39 0.12
P -4.09 -1.39 -0.45
O -3.17 -1.86 0.85
C -3.18 -3.28 1.10
O -3.55 0.18 -0.22
C -4.34 1.19 -0.88
H -7.01 -0.75 1.42
H -5.41 -0.03 1.72
H -5.73 -1.72 2.17
H -2.83 -3.45 2.12
H -2.52 -3.81 0.40
H -4.18 -3.70 1.01
H -4.07 2.16 -0.46
H -5.41 1.03 -0.72
H -4.15 1.20 -1.96
C 2.59 -5.49 -0.51
C 1.11 -5.73 -0.12
C 0.42 -6.62 -1.16
C 1.02 -6.35 1.28
C 0.47 -4.42 -0.10
N 0.01 -3.36 -0.10
H 3.11 -6.45 -0.52
H 3.08 -4.84 0.22
H 2.67 -5.04 -1.50
H 0.93 -7.58 -1.19
H 0.46 -6.18 -2.16
H -0.62 -6.80 -0.90
H 1.53 -7.31 1.27
H -0.02 -6.52 1.57
H 1.49 -5.72 2.03
*
```



Which structure loses on stability? <ii> does.



<i>
The following is a quantum chemistry calculation of a single C2H2FNO molecule, from the Open Molecules 2025 dataset.

Output
Kohn-Sham gap   11.040 eV
SMILES string   O=C1CN1F

```
! wB97M-V def2-TZVPD RIJCOSX def2/J DEFGRID3
* xyz 0 1
O 2.43 1.71 -0.09
C 1.80 0.74 0.04
C 0.35 0.03 -0.09
N 1.61 -0.49 0.19
F 2.17 -1.81 -0.07
H -0.51 0.03 0.51
H 0.17 0.15 -1.16
*
```



<ii>
The following is a quantum chemistry calculation of 2 unconnected molecules or ions with the total composition C2H2FNO, from the Open Molecules 2025 dataset.

Output
Kohn-Sham gap   10.544 eV

```
! wB97M-V def2-TZVPD RIJCOSX def2/J DEFGRID3
* xyz 0 1
C -0.03 -0.18 -1.15
C -0.47 0.09 0.97
N -0.52 -0.49 0.01
O -0.11 0.38 -2.14
F 1.84 -0.53 -0.75
H -0.85 -0.28 1.90
H 0.15 1.00 1.16
*
```



Which structure loses on stability? <i> does.



<i>
The following is a quantum chemistry calculation of 15 unconnected molecules or ions with the total composition H29O15, from the Open Molecules 2025 dataset.

Output
Kohn-Sham gap   9.444 eV

```
! wB97M-V def2-TZVPD RIJCOSX def2/J DEFGRID3
* xyz -1 1
O -1.40 -1.84 -1.29
H -1.17 -1.21 -0.70
H -3.41 2.54 1.20
O 1.65 0.93 1.90
H 1.19 1.35 2.55
H 4.13 3.23 -2.37
O -3.53 2.48 2.08
H -0.49 -0.37 -4.16
H 4.20 -1.64 -0.05
O 0.86 -0.64 -0.80
H -1.06 1.18 1.19
H 0.42 -1.45 -1.14
O -2.05 -1.04 2.87
H -1.40 -0.56 2.24
H 0.72 1.67 -1.24
O 1.23 -3.44 0.49
H -1.93 0.96 -0.04
H 1.47 -2.50 0.35
O 0.46 -0.45 -4.51
H -2.42 -0.29 3.33
H 1.29 0.11 1.68
O 3.72 2.43 2.24
H 3.27 1.56 2.07
H -0.58 -2.38 -1.38
O -0.78 0.36 0.78
H 0.28 1.38 0.05
H -2.71 2.84 2.42
O -2.45 1.69 -0.48
H 0.30 -0.18 -0.12
O -4.90 0.20 -0.44
H -5.03 -0.72 -0.36
H -1.88 2.34 -1.05
O -1.98 -4.93 -0.41
H -1.27 -4.37 -0.58
H -2.58 -4.55 -1.08
O 0.20 2.21 -0.46
H 1.02 0.27 -4.09
H 3.14 3.16 2.65
O 4.85 -1.40 -0.74
H 0.76 -3.50 1.32
H -4.16 0.27 0.24
O 3.96 2.50 -2.05
H 4.27 -0.60 -1.07
H 3.81 2.38 -1.05
*
```



<ii>
The following is a quantum chemistry calculation of 15 unconnected molecules or ions with the total composition H29O15, from the Open Molecules 2025 dataset.

Output
Kohn-Sham gap   8.847 eV

```
! wB97M-V def2-TZVPD RIJCOSX def2/J DEFGRID3
* xyz -1 1
O -2.00 -2.37 -3.93
H -2.44 -2.70 -3.15
H -1.50 2.99 -0.86
O -0.91 0.35 5.27
H 0.02 0.17 5.40
H -0.91 1.09 4.65
O -1.15 3.37 -1.69
H 1.92 0.59 -4.29
H -0.41 1.53 0.09
O -1.09 1.42 2.68
H -1.18 1.62 1.64
H -1.48 0.54 2.79
O 0.46 5.57 -0.78
H 0.52 5.32 -1.70
H -1.23 -0.07 -0.17
O -1.06 -2.55 2.01
H -0.32 0.18 -2.59
H -0.92 -2.22 1.09
O 2.36 0.95 -3.53
H 0.07 4.71 -0.54
H 2.83 1.75 -3.77
O 1.69 1.25 2.94
H 0.71 1.24 2.89
H -1.23 -1.87 -3.61
O 2.29 -1.13 -1.48
H 3.03 -0.94 -2.07
H 2.87 -1.28 -0.72
O -0.41 -0.15 -3.49
H 0.48 -0.03 -3.84
O 3.68 -2.06 3.72
H 3.19 -1.38 3.24
H 3.37 -1.94 4.62
O 1.76 -3.21 -3.82
H 1.19 -2.86 -3.13
H 2.56 -2.69 -3.75
O -1.08 -1.16 -0.23
H -1.75 -1.02 -0.93
H 2.09 2.00 3.38
O -1.33 1.30 0.23
H -0.87 -1.71 2.45
H -0.78 2.58 -2.07
O -3.73 -1.83 2.05
H -2.96 -1.31 1.81
H -3.31 -2.66 1.80
*
```



Which structure loses on stability? <i> does.



<i>
The following is a quantum chemistry calculation of a molecular structure, C5H22NO6, from the Open Molecules 2025 dataset.

Output
Kohn-Sham gap   8.176 eV

```
! wB97M-V def2-TZVPD RIJCOSX def2/J DEFGRID3
* xyz -1 1
C 0.34 0.17 1.05
C 0.36 1.65 1.51
C 0.91 2.49 0.35
C 1.32 1.80 2.70
N -0.51 -0.63 1.91
C -0.74 -2.04 1.39
O 0.39 -2.71 1.04
H -0.05 0.16 0.04
H 1.36 -0.21 1.05
H -0.62 2.08 1.73
H 0.17 2.63 -0.45
H 1.72 2.01 -0.21
H 1.26 3.47 0.69
H 1.59 2.85 2.85
H 0.84 1.33 3.55
H 2.30 1.42 2.39
H -0.04 -0.74 2.82
H -1.25 -2.51 2.23
H -1.41 -1.85 0.53
H 1.87 -0.54 -2.85
H 1.13 -1.12 -1.63
O 1.26 -0.29 -2.14
H -1.88 0.88 -1.37
H -2.24 0.58 0.12
O -2.56 0.46 -0.77
H 0.03 0.80 -2.47
H -1.17 0.27 -3.17
O -0.84 1.11 -2.83
H -2.33 -1.12 -1.94
H -1.04 -2.06 -2.44
O -1.81 -1.50 -2.66
H 0.58 -3.57 -1.47
H 0.58 -2.68 -0.18
O 0.48 -2.61 -1.35
*
```



<ii>
The following is a quantum chemistry calculation of 7 unconnected molecules or ions with the total composition C5H22NO6, from the Open Molecules 2025 dataset.

Output
Kohn-Sham gap   8.482 eV

```
! wB97M-V def2-TZVPD RIJCOSX def2/J DEFGRID3
* xyz -1 1
C 1.55 1.59 -1.01
N 0.72 0.44 -1.39
C 1.40 -0.88 -1.07
C 0.45 -2.12 -0.88
C 0.42 -2.50 0.60
O -0.21 -3.30 1.24
C 2.22 -1.21 -2.42
H 1.08 2.52 -0.55
H 2.17 2.10 -1.75
H 2.19 1.11 -0.16
H -0.32 0.55 -1.27
H 2.21 -0.89 -0.26
H -0.54 -1.97 -1.37
H 0.71 -3.14 -1.51
H 0.55 1.09 1.43
H 1.09 -1.78 1.24
H 2.73 -2.10 -2.25
H 2.84 -0.42 -2.78
H 1.66 -1.53 -3.32
H -0.66 0.32 3.07
H -0.48 1.68 1.81
O -1.25 1.47 2.26
H 1.07 0.93 1.91
H 0.38 0.75 3.98
O 0.12 -0.07 3.64
H -3.32 1.12 0.84
H -2.28 1.99 1.58
O -3.09 2.03 0.76
H -1.64 2.46 -1.46
H -3.09 2.04 -0.76
O -2.41 1.84 -1.56
H -1.65 -1.35 -0.18
H -2.18 -1.22 1.21
O -2.41 -1.55 0.37
*
```



Which structure loses on stability? <ii> does.



<i>
The following is a quantum chemistry calculation of a single C2H4Br2 molecule, from the Open Molecules 2025 dataset.

Output
Kohn-Sham gap   10.929 eV
SMILES string   BrCCBr

```
! wB97M-V def2-TZVPD RIJCOSX def2/J DEFGRID3
* xyz 0 1
Br 1.43 -1.49 0.92
C -0.01 -0.12 0.76
C -0.30 0.15 -0.73
Br 1.07 1.46 -1.35
H 0.31 0.74 1.35
H -0.96 -0.37 1.25
H -1.34 0.42 -0.89
H -0.19 -0.78 -1.30
*
```



<ii>
The following is a quantum chemistry calculation of a single C2H4Br2 molecule, from the Open Molecules 2025 dataset.

Output
Kohn-Sham gap   10.828 eV
SMILES string   BrCCBr

```
! wB97M-V def2-TZVPD RIJCOSX def2/J DEFGRID3
* xyz 0 1
Br 0.32 -0.29 -2.25
C -0.39 0.43 -0.52
C 0.42 -0.34 0.50
Br -0.68 -0.52 2.17
H -1.48 0.42 -0.42
H -0.16 1.50 -0.46
H 1.33 0.18 0.79
H 0.64 -1.37 0.19
*
```



Which structure loses on stability? <i> does.



<i>
The following is a quantum chemistry calculation of a single CH2N4S molecule, from the Open Molecules 2025 dataset.

Output
Kohn-Sham gap   9.531 eV
SMILES string   S=c1[nH]nn[nH]1

```
! wB97M-V def2-TZVPD RIJCOSX def2/J DEFGRID3
* xyz 0 1
S 2.08 0.05 1.28
C 0.71 0.10 0.33
N 0.34 -0.23 -1.05
N -0.97 -0.21 -1.19
N -1.58 0.19 -0.17
N -0.57 0.41 0.74
H 0.92 -0.94 -1.60
H -0.93 0.62 1.65
*
```



<ii>
The following is a quantum chemistry calculation of a single CH2N4S molecule, from the Open Molecules 2025 dataset.

Output
Kohn-Sham gap (alpha / beta)   6.783 / 6.782 eV
SMILES string   C=N/N=N\N=S

```
! wB97M-V def2-TZVPD RIJCOSX def2/J DEFGRID3
* xyz 0 1
C -1.14 -0.17 -0.20
N -0.65 1.02 -0.42
N 0.41 1.60 -0.07
N 1.42 0.85 0.33
N 1.43 -0.30 0.57
S 1.45 -1.64 -0.13
H -1.07 -0.82 0.72
H -1.85 -0.54 -0.79
*
```



Which structure loses on stability? <ii> does.